Density functional theory data (wB97M-V/def2-TZVPD) for the ion C5H13Cl2N2Si with charge +1 in a non-equilibrium geometry.

The geometry in XYZ format:
```
23
C5H13Cl2N2Si (wB97M-V/def2-TZVPD)
C -0.58528 1.75826 -0.03194
C 0.62256 1.87923 0.89210
C -0.43427 0.70263 -1.11820
C 1.14743 0.66509 1.68795
C -0.32779 -0.72696 -0.60297
N -1.72333 -1.22947 -0.01407
N 0.00639 -1.75663 -1.68890
Si 0.92466 -1.08283 0.88848
Cl 2.51687 -1.54334 -0.26267
Cl 0.36134 -2.56899 2.10676
H -1.53299 1.47890 0.56112
H -0.60253 2.76813 -0.38277
H 1.43088 2.32802 0.34413
H 0.11058 2.65354 1.61688
H -1.39735 0.65068 -1.75310
H 0.51224 0.88189 -1.69321
H 2.19395 0.84237 2.01773
H 0.54830 0.74582 2.70434
H -2.47623 -0.56427 -0.24373
H -1.76766 -1.81167 0.79842
H 0.96238 -1.74580 -1.85807
H -0.31331 -1.61207 -2.60149
H -0.17686 -2.71251 -1.36680
```

## Properties
total charge = +1
multiplicity = 3
LUMO level (spin up / spin down) = -3.09 / -7.66 eV
highest occupied orbital energy (spin up / spin down) = -7.24 / -13.99 eV
HOMO-LUMO gap (spin up / spin down) = 4.2 / 6.3 eV


Density functional theory data (wB97M-V/def2-TZVPD) for a structure of composition C30H47ClGeN6O2PSiSr in a non-equilibrium geometry.

The geometry in XYZ format:
```
90
C30H47ClGeN6O2PSiSr (wB97M-V/def2-TZVPD)
Sr 3.56078 1.13383 -0.58465
C 2.85307 2.23516 5.02847
N 2.42857 2.19495 3.61486
C 1.10302 2.41656 3.12454
C 1.06588 1.67059 1.97886
N 2.23874 0.98150 1.73144
C 3.02090 1.29476 2.75945
P 4.65338 0.69327 3.18223
C 5.49906 1.92700 2.16997
N 5.21311 2.21822 0.95445
C 5.65286 3.49686 0.69727
C 6.38223 3.91068 1.75957
N 6.26861 2.88709 2.72455
C 6.86880 2.75068 4.05628
C 5.07937 -0.62987 1.95959
N 4.79080 -0.71953 0.64433
C 4.94825 -2.03356 0.21653
C 5.44227 -2.75086 1.27299
N 5.46415 -1.89594 2.39104
C 5.57983 -2.14577 3.85811
H 3.92472 2.45341 5.12238
H 2.51887 1.32347 5.49815
H 2.36831 3.09141 5.48339
H 0.42081 2.99111 3.71371
H 0.17518 1.63542 1.27429
H 5.44742 4.00441 -0.24910
H 6.85602 4.87463 2.03794
H 6.34721 2.02394 4.64681
H 6.90005 3.73343 4.53744
H 7.91629 2.42689 3.91770
H 4.83532 -2.25440 -0.82665
H 5.71188 -3.81717 1.28840
H 6.52389 -2.28750 4.26375
H 4.80944 -2.96232 4.09597
H 5.12828 -1.25405 4.37988
Cl 2.23963 1.31028 -7.90439
C 2.55370 1.51081 -6.22006
C 2.17521 2.75621 -5.63930
C 2.11624 2.90807 -4.27254
C 2.51410 1.82960 -3.38551
O 2.07987 1.74715 -2.17893
C 3.43200 0.84623 -4.06490
C 4.31626 -0.08570 -3.46565
O 4.47042 -0.37238 -2.19649
C 3.31497 0.61955 -5.43044
H 1.89982 3.58312 -6.34373
H 1.69864 3.84436 -3.82728
H 4.98411 -0.59491 -4.17815
H 3.83421 -0.23990 -5.85664
C -5.00371 1.69206 -1.41680
Si -4.17571 0.33382 -0.41492
C -2.52663 0.11959 -1.32300
C -4.02607 0.24058 1.51075
H -6.07532 1.76146 -1.19722
H -4.94572 1.67521 -2.53719
H -4.47391 2.55493 -1.06779
H -1.65181 0.42528 -0.72474
H -2.51730 0.76884 -2.17954
H -2.46512 -0.92026 -1.73198
H -3.49780 1.11224 1.97984
H -3.41759 -0.62141 1.70443
H -4.98769 0.16950 1.99197
C -4.03571 -1.71732 -4.35615
C -5.30142 -0.91942 -4.14656
C -6.41189 -1.78321 -3.52221
C -6.88400 -1.36177 -2.14173
Ge -5.55764 -1.88343 -0.74095
C -6.56387 -2.30443 0.96150
C -5.91891 -3.48790 1.66815
C -4.95368 -3.29287 2.90305
C -3.49096 -3.20419 2.48146
H -3.18490 -1.06662 -4.72752
H -4.21049 -2.47307 -5.14732
H -3.71288 -2.27781 -3.44785
H -5.66426 -0.55435 -5.08387
H -5.06137 -0.00023 -3.54584
H -5.98105 -2.79128 -3.48265
H -7.25063 -1.95131 -4.20704
H -7.81785 -1.90119 -1.75794
H -7.00741 -0.26216 -2.11526
H -4.83171 -3.17624 -1.24710
H -7.60086 -2.51203 0.63825
H -6.60839 -1.39082 1.63423
H -5.46731 -4.16711 0.90553
H -6.74208 -4.08119 2.10149
H -5.06584 -4.09194 3.61721
H -5.17530 -2.37376 3.38443
H -3.13182 -4.12075 2.01677
H -2.86067 -2.98058 3.31011
H -3.36927 -2.46567 1.69405
```

## Properties
total charge = +1
LUMO level = -2.62 eV
highest occupied orbital energy = -9.24 eV
HOMO-LUMO gap = 6.6 eV


Density functional theory data (wB97M-V/def2-TZVPD) for a cluster of 2 separate species, CH3Cl2NO in total in a non-equilibrium geometry.

The geometry in XYZ format:
```
8
CH3Cl2NO (wB97M-V/def2-TZVPD)
C -2.32387 -1.71201 0.60878
N -2.43246 -2.81728 -0.12095
O -2.58522 -1.52235 1.73599
Cl -1.91295 -0.29123 -0.38939
Cl 2.40472 -0.13254 -0.35671
H -2.17716 -2.76714 -1.07527
H -2.30092 -3.69610 0.35969
H 1.32266 -0.44404 -1.01450
```

## Properties
multiplicity = 3
LUMO level (spin up / spin down) = 0.54 / -3.90 eV
highest occupied orbital energy (spin up / spin down) = -5.02 / -10.97 eV
HOMO-LUMO gap (spin up / spin down) = 5.6 / 7.1 eV


Density functional theory data (wB97M-V/def2-TZVPD) for an isolated molecule of HO2P in a non-equilibrium geometry.

The geometry in XYZ format:
```
4
HO2P (wB97M-V/def2-TZVPD)
O 0.59656 0.20603 -0.08222
O 1.93192 0.39248 -0.04826
P -1.11436 -0.91201 -0.06445
H -1.41412 0.31350 0.19494
```

## Properties
LUMO level (spin up / spin down) = -2.04 / -1.47 eV
highest occupied orbital energy (spin up / spin down) = -9.84 / -8.89 eV
HOMO-LUMO gap (spin up / spin down) = 7.8 / 7.4 eV


Please write out number 4 again, unchanged.
Density functional theory data (wB97M-V/def2-TZVPD) for an isolated molecule of HO2P in a non-equilibrium geometry.

The geometry in XYZ format:
```
4
HO2P (wB97M-V/def2-TZVPD)
O 0.59656 0.20603 -0.08222
O 1.93192 0.39248 -0.04826
P -1.11436 -0.91201 -0.06445
H -1.41412 0.31350 0.19494
```

## Properties
LUMO level (spin up / spin down) = -2.04 / -1.47 eV
highest occupied orbital energy (spin up / spin down) = -9.84 / -8.89 eV
HOMO-LUMO gap (spin up / spin down) = 7.8 / 7.4 eV